Entry 1:
Here is the ion CH3F3NS with charge +1 from OMol25. Energies are from ωB97M-V/def2-TZVPD.

Atoms and positions in Å:
C1 -0.1160 0.5455 -0.2850
N1 -1.2966 -0.1426 0.2821
S1 -2.7234 -0.0017 0.0109
F1 -3.6290 1.2784 -0.2307
F2 -3.3835 -0.9994 -0.9917
F3 -3.6274 -0.3981 1.2343
H1 -0.4011 1.4265 -0.8056
H2 0.3406 -0.0387 -1.0178
H3 0.5724 0.5253 0.5021

As for the multiplicity: 1. The calculation puts the HOMO energy at -0.65174 Ha. Its charge is +1. For the energy relative to the best compared isomer or geometry (same formula, charge and spin), the calculation gives 0.986 eV. For the max |F|, the calculation gives 3.46 eV/Å. The LUMO energy comes out at -6.700 eV. Its SMILES is C[N+]#S(F)(F)F. For the HOMO-LUMO gap, the calculation gives 11.035 eV.

Entry 2:
Here is a structure of composition C33H31N2O2Ta from OMol25. Energies are from ωB97M-V/def2-TZVPD.

Atoms and positions in Å:
Ta1 -0.8191 0.0148 0.3961
C1 -2.4821 -2.7075 2.3775
C2 -1.2723 -2.6726 1.4863
C3 0.0055 -2.8740 1.9866
C4 1.1085 -3.0406 1.1428
C5 2.4555 -3.3604 1.7200
C6 0.9190 -3.0010 -0.2337
C7 -0.3437 -2.8100 -0.7894
C8 -0.5792 -3.0224 -2.2578
C9 -1.4345 -2.5800 0.0808
H1 -2.9152 -3.7094 2.3407
H2 -3.2537 -2.0179 2.0393
H3 -2.2295 -2.4986 3.4161
H4 0.1463 -2.9737 3.0568
H5 2.5808 -2.9220 2.7089
H6 3.2642 -3.0244 1.0710
H7 2.5543 -4.4434 1.8289
H8 1.7587 -3.1998 -0.8917
H9 -0.6432 -4.0976 -2.4429
H10 0.2471 -2.6507 -2.8660
H11 -1.5176 -2.5818 -2.5859
H12 -2.4409 -2.5667 -0.3214
C10 3.0562 0.7454 -1.8896
C11 3.9503 1.0614 -0.8741
C12 3.5770 0.8491 0.4391
C13 2.3119 0.3599 0.7226
N1 1.4393 0.0727 -0.2652
C14 1.8202 0.2566 -1.5405
C15 1.7884 0.1781 2.0762
C16 2.5953 0.0748 3.1991
C17 2.0190 -0.0598 4.4569
C18 0.6363 -0.0868 4.5946
C19 -0.1688 -0.0023 3.4675
C20 0.3983 0.1033 2.1972
H13 3.3045 0.8910 -2.9311
H14 4.9226 1.4734 -1.1107
H15 4.2511 1.0929 1.2474
H16 1.0989 0.0012 -2.3042
H17 3.6741 0.0804 3.1053
H18 2.6511 -0.1300 5.3325
H19 0.1846 -0.1730 5.5741
H20 -1.2457 -0.0009 3.5946
C21 -3.8754 0.4840 -3.6827
C22 -3.9936 1.6049 -2.8598
C23 -2.9666 1.9528 -2.0062
C24 -1.8245 1.1539 -1.9480
C25 -1.6872 0.0584 -2.7868
C26 -2.7182 -0.2722 -3.6630
N2 -0.8213 1.4224 -0.9492
C27 -0.0460 2.6097 -1.0676
C28 0.1841 3.1901 -2.3113
C29 0.9788 4.3203 -2.4012
C30 1.5161 4.8941 -1.2552
C31 1.2807 4.3148 -0.0148
C32 0.5064 3.1715 0.0819
H21 -4.6915 0.2027 -4.3348
H22 -4.8993 2.1968 -2.8768
H23 -3.0379 2.8217 -1.3616
H24 -0.7652 -0.5086 -2.7890
H25 -2.6140 -1.1234 -4.3238
H26 -0.2593 2.7552 -3.1988
H27 1.1785 4.7550 -3.3715
H28 2.1117 5.7943 -1.3234
H29 1.6943 4.7618 0.8798
H30 0.2638 2.7562 1.0571
O1 -2.2872 1.2282 1.6126
C33 -3.2731 0.6756 1.0477
O2 -3.0361 -0.2941 0.2708
H31 -4.2918 1.0257 1.2206

As for the multiplicity: 1. The calculation puts the HOMO energy at -0.52456 Ha. Its charge is +2. For the energy relative to the best compared isomer or geometry (same formula, charge and spin), the calculation gives 0.653 eV. For the max |F|, the calculation gives 1.20 eV/Å. The LUMO energy comes out at -7.590 eV. For the HOMO-LUMO gap, the calculation gives 6.684 eV.